<1>
Here is 11 unconnected molecules or ions with the total composition C33H99O44P11 from the Open Molecules 2025 dataset. Energies are from ωB97M-V/def2-TZVPD.

Its HOMO energy is -10.58 eV. The SMILES is COP(=O)(OC)OC.COP(=O)(OC)OC.COP(=O)(OC)OC.COP(=O)(OC)OC.COP(=O)(OC)OC.COP(=O)(OC)OC.COP(=O)(OC)OC.COP(=O)(OC)OC.COP(=O)(OC)OC.COP(=O)(OC)OC.COP(=O)(OC)OC. Its gap between HOMO and LUMO is 10.7 eV.

Cartesian coordinates (Å):
P 36.64 -1.36 9.48
P 26.47 -11.83 8.91
H 18.74 -7.22 5.52
O 19.86 -9.41 16.41
P 15.00 -17.98 -0.32
H 16.77 -17.61 -2.99
H 16.61 -11.54 14.88
H 37.86 -0.35 6.54
H 30.53 -20.18 2.34
H 29.88 -10.15 20.74
H 36.58 -11.02 2.83
O 17.36 -8.62 5.91
O 32.43 -20.16 3.13
H 16.90 -16.27 0.60
P 33.77 -19.63 2.51
H 28.43 -3.99 12.45
P 30.06 -12.53 21.97
H 15.68 -11.68 6.51
H 30.96 -9.92 23.69
O 33.87 -19.66 1.04
O 30.22 -5.08 14.17
C 28.64 -2.99 12.86
H 33.43 -16.96 4.49
C 16.75 -16.99 1.41
O 37.90 -1.08 8.51
H 37.26 -9.42 3.24
H 19.41 -8.51 13.86
O 25.94 -10.61 9.52
H 27.22 -5.31 14.24
H 26.23 -4.68 15.60
C 24.22 -13.01 7.87
H 35.47 -1.48 11.91
H 41.86 -14.98 13.23
C 30.87 -10.55 20.51
O 41.05 -13.11 12.78
H 14.74 -18.07 16.46
H 42.35 -10.37 13.10
C 18.16 -7.95 4.95
C 37.74 -1.26 7.12
C 35.15 -21.83 2.82
H 17.60 -7.49 4.13
H 12.62 -20.01 13.19
O 28.68 -2.93 14.28
O 30.54 -13.84 22.54
O 38.17 -11.02 4.23
O 36.32 -2.95 9.28
C 36.53 -1.46 12.16
P 18.86 -10.34 15.78
O 26.63 -13.06 9.95
O 15.66 -17.80 1.15
H 16.55 -18.32 16.32
H 35.00 -17.82 4.89
H 27.94 -2.21 12.56
O 28.27 -4.80 15.93
H 40.22 -14.82 13.69
H 35.01 -22.53 3.65
C 27.06 -5.32 15.31
O 40.19 -12.04 2.98
P 29.46 -4.10 15.04
H 15.65 -17.00 15.49
H 17.65 -17.60 1.50
O 40.32 -11.83 5.45
H 13.76 -21.31 12.60
H 30.75 -19.24 3.84
P 40.05 -12.13 13.62
C 13.37 -20.30 12.45
H 30.47 -2.90 18.06
H 12.97 -20.34 11.44
H 17.06 -19.45 12.68
H 31.61 -9.77 20.73
H 38.08 -10.46 2.17
P 39.83 -11.00 4.17
H 39.24 -13.83 2.35
P 14.77 -18.24 13.38
H 16.53 -19.38 -2.99
C 19.98 -12.57 16.37
H 36.77 -2.42 12.64
O 40.13 -12.30 15.09
C 37.49 -10.48 3.08
C 41.67 -12.16 5.66
C 30.72 -10.94 24.00
O 17.33 -9.81 15.75
H 15.14 -18.32 -3.08
H 12.84 -15.88 -1.60
H 19.98 -13.18 17.28
O 16.08 -17.57 12.66
H 41.95 -13.18 5.95
H 38.01 -3.92 8.37
C 19.33 -9.40 13.23
H 18.13 -17.99 12.88
H 36.73 -1.62 6.94
H 30.35 -10.89 25.03
O 27.91 -11.63 8.26
H 28.90 -10.45 9.66
O 13.94 -19.03 -0.48
O 13.55 -17.42 13.62
H 20.26 -9.56 12.68
H 29.83 -1.53 17.16
C 33.97 -17.90 4.53
O 40.33 -10.63 13.09
H 42.23 -11.85 4.78
O 38.64 -12.64 12.94
O 14.51 -19.47 12.32
C 17.23 -18.40 12.42
C 29.85 -2.62 17.20
H 40.84 -14.02 3.11
H 37.68 -14.39 13.37
C 15.62 -18.04 15.82
H 24.28 -14.04 8.22
H 36.17 -21.87 2.44
O 25.56 -12.47 7.70
H 23.76 -12.43 8.68
H 40.57 -14.98 11.99
C 31.21 -19.52 2.89
H 13.53 -6.69 4.15
H 31.41 -18.62 2.30
H 26.86 -6.35 15.60
H 41.94 -11.49 6.48
C 39.93 -13.41 3.08
H 28.33 -14.60 21.49
H 20.84 -11.91 16.47
H 37.69 -13.26 14.71
H 36.62 -12.96 13.42
C 14.54 -7.10 4.10
H 29.63 -12.02 9.47
O 34.80 -20.58 3.28
H 39.54 -13.69 4.05
O 19.12 -10.50 14.12
H 36.90 -4.88 9.43
C 13.27 -16.01 -0.61
H 25.99 -13.87 11.76
H 33.51 -18.68 5.14
P 15.82 -9.00 5.48
O 18.75 -11.87 16.35
H 24.78 -14.05 10.59
H 18.80 -8.71 4.50
O 28.67 -12.60 21.15
C 41.42 -9.97 13.50
O 31.08 -11.92 20.90
C 15.69 -10.91 7.28
H 38.10 -3.81 10.06
C 16.14 -18.42 -2.65
C 25.59 -13.38 10.87
C 37.63 -13.33 13.62
H 17.38 -18.34 11.35
H 13.22 -15.04 -0.12
H 12.67 -16.68 0.00
O 37.28 -1.30 10.98
H 28.69 -14.19 19.74
C 28.25 -13.87 20.69
O 30.44 -3.27 16.06
H 38.31 -2.04 6.62
O 15.69 -9.86 4.30
H 14.60 -7.94 3.41
O 15.41 -18.92 14.71
H 29.90 -10.81 8.28
H 25.12 -12.48 11.28
O 40.38 -9.61 4.02
O 15.01 -7.58 5.32
O 29.74 -11.36 23.06
O 15.20 -9.67 6.84
H 41.51 -9.96 14.59
O 16.27 -18.24 -1.24
H 15.10 -6.30 3.62
H 41.51 -8.95 13.13
C 29.12 -11.22 8.93
H 29.63 -2.77 12.47
H 18.52 -9.31 12.51
H 31.57 -11.60 23.87
O 14.51 -16.47 -0.82
H 16.70 -10.89 7.69
H 15.68 -10.92 16.25
H 34.53 -22.14 1.97
H 15.01 -11.35 8.02
H 28.87 -3.03 17.44
H 27.17 -13.84 20.52
O 33.99 -18.16 3.17
H 30.98 -10.60 19.43
H 20.10 -13.33 15.60
C 40.92 -14.52 12.92
O 35.46 -0.47 9.22
H 15.56 -10.07 14.76
C 16.26 -10.63 15.37
H 36.75 -0.70 12.91
H 16.61 -16.38 2.30
C 37.37 -3.91 9.26
H 23.57 -12.91 7.00


<2>
Here is 11 unconnected molecules or ions with the total composition C33H99O44P11 from the Open Molecules 2025 dataset. Energies are from ωB97M-V/def2-TZVPD.

Its HOMO energy is -10.26 eV. The SMILES is COP(=O)(OC)OC.COP(=O)(OC)OC.COP(=O)(OC)OC.COP(=O)(OC)OC.COP(=O)(OC)OC.COP(=O)(OC)OC.COP(=O)(OC)OC.COP(=O)(OC)OC.COP(=O)(OC)OC.COP(=O)(OC)OC.COP(=O)(OC)OC. Its gap between HOMO and LUMO is 10.4 eV.

Cartesian coordinates (Å):
O 5.74 2.64 0.33
H 2.47 -2.68 1.33
H -0.50 3.18 -5.62
H -6.47 -1.93 3.12
H 1.13 4.13 1.35
H -0.21 8.42 3.93
H 1.61 3.39 5.79
C 7.20 -3.65 0.15
H 1.86 1.98 4.71
H 0.55 6.96 4.48
H 3.09 2.48 5.84
C -4.35 -0.54 -4.39
H -5.28 -1.01 -4.71
O 6.58 0.20 1.08
H 6.46 -3.26 -0.55
H -5.34 -1.67 1.81
C -4.69 -5.96 2.47
C -3.76 2.74 -2.18
P 3.42 2.20 -5.14
O -5.01 5.64 -1.55
H 4.58 -6.82 0.89
P -2.23 0.13 -5.85
H -0.63 7.86 5.47
H 5.90 -6.13 1.97
C -3.58 0.39 5.90
O -2.10 -4.04 3.41
O 0.98 -0.83 7.63
C 5.15 -5.19 -4.24
H -3.47 3.29 -1.28
C 2.01 2.38 5.71
P 5.07 -3.53 1.81
C -5.94 -1.16 2.57
C 1.94 2.70 -7.28
O 4.19 1.10 1.56
O 1.41 -4.48 -4.94
P 0.88 0.03 6.29
H 1.64 -0.07 -5.11
H 3.26 -1.09 1.44
H -1.28 2.16 -4.36
H -1.22 -2.00 -8.21
H -2.64 -2.31 2.36
H -1.66 -5.76 -0.54
O -2.50 -0.60 -7.26
O 4.34 -4.93 1.35
H 1.96 -0.06 -2.36
C -0.07 0.30 2.35
H 3.17 -2.11 4.62
O 2.81 -3.26 -3.15
H 0.27 -0.13 -2.63
H -3.66 -1.35 -4.18
H -4.53 0.03 -3.48
C 1.52 -0.42 8.85
O -4.83 1.02 5.59
C -1.05 -4.89 -0.30
H 7.56 -4.66 -0.04
O -2.68 4.93 2.50
H -1.24 -4.29 -1.19
H -7.77 2.98 0.18
H -2.86 2.36 -2.66
H -2.87 0.25 5.09
H 5.88 -4.65 -4.84
H -1.64 -0.56 -9.13
H -0.98 0.07 2.90
O -4.64 3.52 -3.01
H 2.69 -1.96 -0.20
P 5.45 1.04 0.59
O 2.34 -5.86 -3.01
P -1.52 5.35 3.38
H -0.64 4.03 1.21
C 2.23 -1.55 4.60
C 4.85 -6.14 1.70
H 4.25 -6.69 2.42
H 5.88 -1.08 -1.71
H -3.84 -0.56 6.37
O -3.70 -5.10 1.79
H 4.13 -5.75 -1.71
C 0.20 4.65 1.55
O -5.20 -0.47 3.57
O -1.75 1.68 -6.30
C 0.06 -4.44 -4.42
H 1.20 -1.58 -2.14
O 0.76 -0.33 -0.63
H 8.03 -2.94 0.18
H 2.60 -5.26 -1.02
H 1.26 3.47 -7.64
H -4.96 6.39 0.34
O -6.32 3.35 -1.12
O -4.50 1.89 3.24
H -0.49 -0.45 -7.78
H 6.69 0.47 -1.94
O -1.49 -4.25 0.89
P -2.12 -5.06 2.17
H 1.58 -2.28 5.07
C 6.95 3.03 -0.38
O 4.66 2.90 -5.07
H -0.13 -4.68 -3.37
H -4.34 -6.29 3.45
H 0.82 -0.80 9.60
H -4.21 1.55 1.28
H -4.86 3.25 1.61
C 2.28 2.95 -2.83
O -0.04 5.03 2.92
H -6.71 -0.50 2.15
O -1.59 4.77 4.90
H 1.53 1.73 -7.57
C -2.80 -0.74 -0.96
H 2.86 2.52 -7.83
H -5.89 1.90 1.73
H -1.19 3.14 6.02
H 2.31 -1.14 9.07
C 1.05 -0.52 -1.97
H 5.41 -4.72 -3.30
O 3.90 -5.00 -4.78
H -2.51 -0.53 -1.99
H 6.76 3.50 -1.34
H 2.99 -6.96 -1.45
H -2.91 3.38 5.51
C 5.71 -0.01 -1.87
H 1.64 2.44 -2.11
H 5.37 -6.25 -4.16
C 3.10 -1.96 0.81
H -3.63 -0.10 -0.65
O -1.81 -0.48 -0.04
H -3.16 -1.76 -0.95
O 2.17 -0.36 5.35
O 4.46 -2.46 0.72
P -5.85 4.41 -2.26
H -8.14 2.33 -1.43
C 3.05 -5.91 -1.76
H 2.20 -0.09 -6.84
O -1.37 -0.53 -4.84
C -4.85 2.19 1.88
H -0.01 -5.22 -0.22
O 4.85 0.45 -0.83
C -1.41 -0.93 -8.13
H -1.96 -1.99 3.97
H -5.60 -5.36 2.48
H 2.01 -1.35 3.55
O 4.66 -3.26 3.25
H 0.02 5.52 0.92
H -5.65 7.51 -0.74
O 3.54 0.65 -5.78
O -1.47 6.94 3.73
C -1.41 2.64 -5.33
H -0.19 -3.40 -4.63
O -3.73 0.40 -5.30
O -0.47 1.12 1.24
C -2.57 -2.68 3.38
H -3.61 -2.76 3.71
C -1.86 3.39 5.21
C 2.94 1.64 1.09
H -1.60 2.78 4.34
O 1.47 1.52 6.76
H 3.05 2.22 0.18
O -1.65 -6.39 2.56
O -6.92 4.85 -3.17
P -5.51 0.98 4.12
P -0.62 0.61 -0.28
H 2.18 0.87 0.94
H 2.54 2.20 1.93
H 0.74 0.73 2.94
H 0.21 -0.64 1.87
H 5.29 0.11 -2.86
H 7.61 2.17 -0.51
H 3.06 3.55 -2.37
P 2.66 -4.52 -3.89
H -3.02 1.08 6.53
H -4.37 1.85 -2.01
O -6.96 1.44 4.14
H -6.58 6.11 -0.27
O -0.84 1.68 -1.26
O 6.64 -3.64 1.41
C -7.71 3.18 -0.89
C -0.41 7.49 4.47
H 2.80 -1.32 -5.77
H -0.63 -5.08 -4.97
H -2.27 3.30 -5.24
H 1.78 0.62 9.00
C -5.58 6.44 -0.55
H 1.70 3.60 -3.48
O 2.81 1.86 -3.63
H 7.26 3.81 0.32
O -0.45 0.04 5.58
C 2.46 -0.28 -5.80
H -5.02 -6.81 1.87
H -8.27 4.08 -1.12
O 2.18 2.85 -5.89


The least stable of the structures above is <1>, whereas <2> is the most stable.